#A
{
  "formula": "C12H36O12",
  "method": "the ωB97M-V functional and the def2-TZVPD basis",
  "elements": ["O", "C", "C", "O", "H", "H", "H", "H", "H", "H", "O", "C", "C", "O", "H", "H", "H", "H", "H", "H", "O", "C", "C", "O", "H", "H", "H", "H", "H", "H", "O", "C", "C", "O", "H", "H", "H", "H", "H", "H", "O", "C", "C", "O", "H", "H", "H", "H", "H", "H", "O", "C", "C", "O", "H", "H", "H", "H", "H", "H"],
  "positions_angstrom": [[0.775, -7.123, -3.360], [0.820, -6.434, -2.174], [-0.095, -7.138, -1.046], [0.426, -6.621, 0.163], [1.503, -6.835, -3.915], [1.839, -6.322, -1.804], [0.323, -5.486, -2.377], [0.122, -8.193, -1.212], [-1.168, -7.158, -1.238], [0.194, -7.121, 0.949], [2.365, -1.793, -4.887], [3.043, -1.282, -3.830], [4.371, -0.546, -4.153], [5.479, -1.417, -4.102], [2.737, -2.666, -5.030], [2.498, -0.416, -3.455], [3.164, -2.094, -3.113], [4.616, 0.333, -3.557], [4.293, -0.092, -5.140], [5.343, -2.061, -4.800], [0.652, 0.875, -0.435], [1.180, -0.134, 0.467], [0.315, -1.411, 0.605], [0.936, -2.445, 1.352], [0.649, 1.769, -0.086], [2.173, -0.332, 0.064], [1.461, 0.269, 1.440], [0.125, -1.755, -0.412], [-0.592, -1.166, 1.157], [0.596, -3.303, 1.087], [-1.286, 6.360, -2.429], [-2.527, 5.854, -2.798], [-3.308, 5.433, -1.583], [-3.821, 6.526, -0.841], [-1.322, 7.316, -2.506], [-3.111, 6.602, -3.335], [-2.422, 5.055, -3.532], [-2.823, 4.775, -0.863], [-4.202, 4.930, -1.955], [-4.777, 6.469, -0.905], [-0.775, 7.918, 1.344], [-0.168, 7.068, 2.392], [0.985, 6.213, 1.875], [0.587, 5.193, 0.998], [-1.337, 7.408, 0.756], [0.218, 7.699, 3.193], [-0.865, 6.331, 2.792], [1.460, 5.553, 2.601], [1.766, 6.833, 1.435], [0.610, 5.548, 0.107], [-2.613, -2.358, 6.701], [-1.954, -2.818, 5.565], [-1.953, -4.356, 5.467], [-3.371, -4.798, 5.654], [-3.403, -2.901, 6.646], [-2.542, -2.464, 4.718], [-0.974, -2.342, 5.519], [-1.277, -4.793, 6.201], [-1.434, -4.592, 4.537], [-3.508, -5.562, 5.090]],
  "homo_ev": -9.797,
  "orbital_gap_ev": 10.001
}

***

#B
{
  "formula": "C12H36O12",
  "method": "the ωB97M-V functional and the def2-TZVPD basis",
  "elements": ["O", "C", "C", "O", "H", "H", "H", "H", "H", "H", "O", "C", "C", "O", "H", "H", "H", "H", "H", "H", "O", "C", "C", "O", "H", "H", "H", "H", "H", "H", "O", "C", "C", "O", "H", "H", "H", "H", "H", "H", "O", "C", "C", "O", "H", "H", "H", "H", "H", "H", "O", "C", "C", "O", "H", "H", "H", "H", "H", "H"],
  "positions_angstrom": [[0.578, 3.339, -2.542], [0.935, 3.883, -1.243], [-0.283, 4.424, -0.430], [-0.891, 5.562, -0.969], [0.836, 4.016, -3.171], [1.558, 3.233, -0.629], [1.604, 4.732, -1.389], [-0.067, 4.770, 0.581], [-1.127, 3.735, -0.472], [-0.983, 5.520, -1.924], [-6.880, 0.570, -0.011], [-5.605, -0.159, 0.048], [-4.919, -0.036, -1.236], [-4.411, 1.245, -1.470], [-6.719, 1.515, -0.059], [-5.013, 0.277, 0.853], [-5.759, -1.201, 0.327], [-5.590, -0.233, -2.071], [-4.133, -0.787, -1.161], [-5.151, 1.855, -1.429], [0.234, 0.691, -1.910], [-0.595, 0.268, -0.801], [-0.136, 0.901, 0.501], [1.249, 0.706, 0.546], [0.150, 1.642, -2.008], [-1.629, 0.597, -0.908], [-0.580, -0.810, -0.644], [-0.627, 0.469, 1.373], [-0.418, 1.952, 0.556], [1.665, 0.966, -0.280], [-1.167, -0.359, 4.833], [-1.040, -1.372, 3.892], [-0.020, -2.398, 4.476], [0.306, -3.364, 3.551], [-0.406, 0.224, 4.788], [-2.009, -1.835, 3.709], [-0.657, -0.981, 2.950], [-0.386, -2.760, 5.436], [0.786, -1.720, 4.756], [1.168, -3.192, 3.164], [2.560, -0.506, 2.820], [3.638, -1.262, 2.314], [3.420, -2.730, 2.580], [2.440, -3.260, 1.765], [2.077, -0.225, 2.040], [3.790, -1.033, 1.259], [4.589, -0.973, 2.762], [3.136, -2.958, 3.607], [4.325, -3.279, 2.319], [2.720, -3.204, 0.849], [3.272, -2.764, -3.532], [2.081, -1.964, -3.372], [2.094, -0.816, -4.405], [2.067, -1.309, -5.736], [3.367, -3.093, -4.428], [1.295, -2.709, -3.494], [2.197, -1.471, -2.407], [3.031, -0.273, -4.279], [1.274, -0.097, -4.368], [2.759, -1.959, -5.874]],
  "homo_ev": -9.211,
  "orbital_gap_ev": 9.326
}

***

According to the calculations, the structures order from most to least stable as #B, #A.